# C36H30BrCl27F21N2O

A molecular structure, C36H30BrCl27F21N2O at a distorted geometry (ωB97M-V with the def2-TZVPD basis set, the OMol25 dataset).

Summary:
Electronic energy in a.u.: -18669.5255
Strongest force on any atom in eV Å⁻¹: 7.60
Net charge: +1

The geometry in XYZ format:
```
118
Properties=species:S:1:pos:R:3:forces:R:3
O 1.1659 -4.1036 5.3604 -0.8 0.1 -2.3
C -0.1285 -3.6250 4.8196 -1.1 -0.1 -0.1
C -0.4466 -2.0406 5.2285 0.8 -1.0 1.4
C 0.8478 -1.0541 5.0290 0.0 0.5 0.8
C 0.7350 -0.0129 3.7627 0.9 -0.2 -1.0
C -0.1480 -0.6007 2.4866 -0.9 -0.4 -1.3
C 0.4460 -1.8637 1.6642 -3.8 2.1 -0.8
Br 2.2115 -2.7324 2.1682 -2.8 1.3 -1.1
N -0.3312 -2.3986 0.5386 1.3 2.8 3.8
N -1.4947 -1.8083 0.1854 -2.5 1.8 0.4
C -2.1114 -2.5723 -1.0158 0.4 -1.4 -1.0
C -1.3322 -1.9960 -2.3395 0.0 0.8 -0.3
C -1.0168 -3.0814 -3.5118 -2.1 -1.3 -0.7
F -2.2790 -3.1831 -4.3378 3.7 0.1 2.4
F -0.7370 -4.4652 -3.0523 -0.8 4.4 -1.0
C 0.1698 -2.6828 -4.5705 -0.1 -2.4 -3.6
F 0.5272 -3.9953 -5.2388 -1.1 4.2 2.2
F -0.3132 -1.8390 -5.7278 1.7 -2.3 4.3
C 1.5705 -2.1587 -3.9067 1.3 -3.5 0.4
F 2.6606 -2.7574 -4.7492 -3.3 2.8 2.8
F 1.6938 -2.8862 -2.5864 -0.5 2.3 -4.1
C 1.7035 -0.5699 -3.6134 -1.3 2.1 2.3
F 1.9827 -0.4294 -2.1328 -0.6 -0.2 -4.7
F 0.4104 0.2004 -3.7770 3.9 -3.2 0.3
C 2.8220 0.2638 -4.4636 -1.5 3.8 -2.4
F 2.2758 1.6797 -4.5344 1.8 -4.5 0.4
F 2.8837 -0.1096 -5.9287 0.0 0.6 5.3
C 4.2792 0.4661 -3.7677 2.2 3.0 0.1
F 4.2647 1.3610 -2.5494 -0.7 -3.2 -4.2
F 5.1066 1.2428 -4.7685 -2.7 -2.8 3.1
C 5.1477 -0.8411 -3.3785 2.6 -0.6 2.9
F 4.4599 -1.9041 -2.6143 1.7 3.6 -2.8
F 6.2174 -0.3362 -2.4298 -3.4 -1.6 -3.1
C 6.0268 -1.5103 -4.6188 1.8 -2.8 -0.6
F 6.5291 -2.8246 -4.0676 -2.0 5.0 -1.7
F 5.2376 -1.8482 -5.8178 3.0 1.7 4.2
F 7.2830 -0.7277 -4.9167 -7.4 -1.5 1.0
C -2.2584 -0.6198 0.7130 4.5 0.7 3.1
C -3.6556 -0.0143 0.1150 -1.7 1.1 -0.4
F -3.6944 0.0718 -1.3953 0.3 -0.7 4.5
F -4.0272 1.3452 0.5384 2.0 -4.1 -1.0
C -4.8691 -1.0139 0.6874 -1.0 -0.1 -0.6
F -6.0903 -0.2360 1.0534 4.1 -2.4 -0.6
F -4.3038 -1.8008 1.8206 -2.0 2.7 -3.1
C -1.5604 0.0863 2.0408 1.8 -3.0 -1.8
C -2.1028 1.3324 2.9240 0.0 1.2 0.6
C -1.4659 2.8108 2.4738 1.8 3.9 -1.2
C -0.9606 3.8647 3.6591 0.2 0.9 -3.2
C -0.3615 5.3549 3.3053 -1.1 -1.9 -2.9
C -0.2396 5.8964 1.7393 -1.7 -4.8 0.7
C -0.7077 4.8354 0.5421 0.0 -0.4 4.1
C -1.3150 3.3257 0.9246 1.6 2.2 3.2
H 1.6145 -4.6263 4.6254 -0.9 1.0 1.5
H -0.9614 -4.3179 5.2989 1.5 1.6 -1.0
H -0.2033 -3.7639 3.6516 0.3 0.3 2.2
H -0.6619 -2.0698 6.4014 0.4 0.1 -2.6
H -1.4361 -1.6617 4.7240 2.1 -0.7 0.8
H 0.9141 -0.3732 6.0059 -0.1 -1.4 -2.3
H 1.8897 -1.6230 4.9845 -2.6 0.9 0.0
H 0.4168 1.0736 4.0912 0.3 -2.4 -0.9
H 1.8450 0.1030 3.3385 -2.5 -0.2 0.7
H -3.2769 -2.4971 -1.0536 2.4 0.3 0.1
H -1.8789 -3.7370 -0.8889 -0.3 2.8 0.0
H -1.9617 -1.1197 -2.8507 1.3 -2.1 1.0
H -0.3446 -1.4763 -1.9557 -1.9 -1.4 -0.9
H -5.1968 -1.7274 -0.2119 0.7 1.4 2.4
H -3.2892 1.4324 2.9868 2.6 -0.5 -0.6
H -1.7592 1.1998 4.0597 -0.6 -0.1 -2.6
H -1.0477 3.5023 4.7930 0.3 1.1 -2.8
H -0.0078 6.0974 4.1685 -1.0 -2.0 -2.0
H 0.1738 6.9637 1.4535 -1.0 -2.5 0.8
H -0.5985 5.1911 -0.5885 -0.4 -1.0 2.8
H -1.6364 2.6583 0.0121 1.4 0.9 3.1
C -3.9346 3.4645 -2.5693 -0.2 0.1 -0.5
Cl -2.6782 3.4272 -1.3203 -1.5 0.5 -1.7
Cl -5.2425 4.5653 -2.1033 0.2 -0.2 0.0
Cl -3.2459 3.9424 -4.1304 -0.3 -0.7 0.0
H -4.3503 2.4587 -2.6697 0.1 0.3 0.1
C 10.8678 -2.1857 -5.3644 0.1 0.0 0.1
Cl 11.6662 -1.3411 -6.7018 -0.1 -0.1 0.2
Cl 9.2008 -1.6157 -5.1754 2.9 -1.1 -0.3
Cl 10.9001 -3.9377 -5.6274 0.1 0.3 0.1
H 11.4135 -1.9656 -4.4433 -0.2 -0.1 -0.3
C 0.0816 2.9565 8.0331 0.0 0.4 0.5
Cl -1.3115 3.5165 8.9741 0.3 -0.2 -0.3
Cl -0.4375 1.8443 6.7552 0.2 0.0 0.1
Cl 0.9589 4.3321 7.3419 -0.1 -0.3 0.0
H 0.7568 2.4193 8.7039 -0.2 0.1 -0.3
C -7.5038 -3.5523 1.2459 -0.5 0.1 0.2
Cl -5.9679 -4.1114 0.5616 0.0 -0.2 -0.1
Cl -8.8598 -4.4592 0.5543 0.3 0.2 0.1
Cl -7.4901 -3.7037 3.0113 0.1 0.1 -0.3
H -7.6301 -2.4968 0.9918 0.0 -0.3 0.1
C 1.4826 0.9793 -9.2919 0.1 0.0 0.0
Cl 2.7275 1.8824 -10.1719 -0.1 -0.1 0.2
Cl 0.0394 1.9794 -9.0547 0.2 -0.1 0.0
Cl 1.0705 -0.5130 -10.1538 0.1 0.2 0.2
H 1.8810 0.7111 -8.3101 -0.1 0.1 -0.4
C -4.0605 -1.3535 7.1088 -0.2 -0.1 0.2
Cl -2.8506 -0.0695 6.9442 -0.3 -0.1 0.1
Cl -3.5706 -2.7906 6.1955 -0.2 0.1 0.1
Cl -4.3111 -1.7569 8.8159 0.0 0.1 -0.4
H -5.0061 -0.9903 6.6983 0.3 -0.1 0.1
C -4.9605 4.7921 10.9768 -0.1 0.1 0.1
Cl -3.7506 6.0762 10.8121 -0.2 -0.2 0.0
Cl -4.4706 3.3550 10.0634 -0.1 0.1 0.1
Cl -5.2111 4.3887 12.6838 0.0 0.1 -0.3
H -5.9061 5.1553 10.5663 0.3 -0.1 0.1
C -2.5104 8.0016 -4.0894 0.0 0.2 0.0
Cl -2.4285 6.6426 -2.9553 0.2 0.7 0.2
Cl -0.8832 8.4948 -4.5879 -0.2 0.0 0.1
Cl -3.4911 7.5747 -5.5021 0.1 0.1 0.2
H -2.9857 8.8451 -3.5823 0.2 -0.3 -0.2
C 7.7646 -6.3954 -5.9520 0.1 0.0 0.0
Cl 6.3570 -7.1504 -6.7191 0.1 0.0 0.1
Cl 9.1754 -6.4801 -7.0206 -0.2 -0.1 0.1
Cl 7.4108 -4.7136 -5.5209 0.2 -0.8 -0.2
H 7.9934 -6.9451 -5.0354 -0.1 0.2 -0.3
```
Forces are in eV/Å.